1 | Computed, not measured: an isolated molecule of C4H10O2, with ωB97M-V/def2-TZVPD.

Geometry (Å):
C -0.948 1.681 0.966
C -0.663 0.223 0.661
O -0.249 -0.150 2.044
C 0.409 0.036 -0.363
C 0.672 -1.342 -1.127
O 1.717 -0.997 -1.968
H -1.662 1.822 1.778
H -1.463 2.105 0.155
H -0.104 2.359 1.192
H -1.533 -0.409 0.491
H -0.128 -1.179 2.153
H 0.166 0.587 -1.325
H 1.365 0.352 0.090
H 0.947 -2.055 -0.328
H -0.247 -1.446 -1.678
H 1.720 -1.588 -2.740

Computed properties:
SMILES: C[C@H](O)CCO
Orbital gap: 0.4077 Ha
HOMO energy: -10.3 eV


2 | Computed, not measured: an isolated molecule of C4H10O2, with ωB97M-V/def2-TZVPD.

Geometry (Å):
C 2.324 -0.863 -0.394
O 1.375 -0.182 0.389
C 0.316 0.387 -0.355
C -0.877 0.595 0.606
C -2.233 0.460 -0.094
O -0.851 -0.389 1.617
H 1.837 -1.557 -1.096
H 2.952 -0.167 -0.968
H 2.956 -1.437 0.288
H 0.035 -0.296 -1.171
H 0.637 1.339 -0.806
H -0.784 1.596 1.059
H -2.882 -0.101 0.584
H -2.162 -0.115 -1.025
H -2.711 1.418 -0.312
H 0.068 -0.687 1.677

Computed properties:
SMILES: COC[C@@H](C)O
Orbital gap: 0.4022 Ha
HOMO energy: -10.0 eV


3 | Computed, not measured: a cluster of 2 separate species, C4H10O2 in total, with ωB97M-V/def2-TZVPD.

Geometry (Å):
C 1.363 0.694 -1.781
C 1.001 -0.227 -0.624
C -0.464 -0.162 -0.270
O -1.244 0.579 -0.837
C -1.003 -1.071 0.827
O -2.328 -0.741 1.115
H 2.400 0.541 -2.090
H 0.710 0.507 -2.639
H 1.235 1.743 -1.498
H 1.245 -1.275 -0.850
H 1.578 0.019 0.279
H -0.377 -0.976 1.727
H -0.916 -2.114 0.483
H -2.583 -0.119 0.407
H -0.830 1.588 2.081
H -1.421 1.136 2.037

Computed properties:
SMILES: CCC(=O)CO.[H][H]
Orbital gap: 0.4120 Ha
HOMO energy: -10.3 eV


4 | Computed, not measured: a cluster of 2 separate species, C4H10O2 in total, with ωB97M-V/def2-TZVPD.

Geometry (Å):
C 2.195 -2.168 0.112
C 1.710 -3.051 1.239
O 0.562 -3.325 1.444
H 2.898 -1.449 0.531
H 2.677 -2.793 -0.638
H 1.385 -1.616 -0.358
H 2.533 -3.418 1.890
C -0.856 1.581 -0.338
C -1.847 2.725 -0.468
O -1.663 3.409 -1.702
H -1.149 0.878 0.446
H 0.115 1.954 0.024
H -0.688 1.022 -1.255
H -2.853 2.287 -0.469
H -1.784 3.405 0.379
H -1.489 4.347 -1.532

Computed properties:
SMILES: CC=O.CCO
Orbital gap: 0.3991 Ha
HOMO energy: -10.0 eV


The most stable arrangement is 2, and the next structure is 2.7 kcal/mol less stable.


1 | Computed, not measured: an isolated molecule of C4H10O2, with ωB97M-V/def2-TZVPD.

Geometry (Å):
C -1.689 -0.642 -0.427
O -1.199 -0.412 1.140
C 0.218 -0.401 1.221
C 0.652 0.746 0.257
C 1.541 0.247 -0.866
O -0.533 1.342 -0.227
H -1.531 -0.102 -1.400
H -1.261 -1.620 -0.540
H -2.738 -0.560 -0.200
H 0.608 -1.384 0.914
H 0.609 -0.219 2.242
H 1.150 1.547 0.805
H 1.704 1.030 -1.611
H 1.107 -0.628 -1.366
H 2.510 -0.057 -0.454
H -1.149 1.114 0.514

Computed properties:
SMILES: COC[C@@H](C)O
Orbital gap: 0.3828 Ha
HOMO energy: -9.4 eV


2 | Computed, not measured: a cluster of 2 separate species, C4H10O2 in total, with ωB97M-V/def2-TZVPD.

Geometry (Å):
O -1.857 1.102 -0.983
C -1.760 0.098 -0.006
C -0.619 -0.850 -0.252
C 0.997 -0.420 1.569
C 1.592 0.537 0.714
O 0.749 0.440 -0.699
H -0.949 1.425 -1.097
H -1.697 0.513 1.009
H -2.687 -0.491 -0.063
H -0.561 -1.164 -1.295
H -0.548 -1.692 0.421
H 1.507 -1.366 1.739
H 0.346 -0.087 2.374
H 2.611 0.352 0.361
H 1.436 1.590 0.947
H 1.310 0.121 -1.432

Computed properties:
Orbital gap: 0.2863 Ha
HOMO energy: -7.2 eV


3 | Computed, not measured: an isolated molecule of C4H10O2, with ωB97M-V/def2-TZVPD.

Geometry (Å):
C -2.033 1.764 -1.248
O -1.603 0.595 -0.601
C -0.243 0.658 -0.252
C 0.152 -0.672 0.365
O 1.555 -0.756 0.305
C 2.078 -1.914 0.907
H -3.070 1.608 -1.553
H -1.982 2.640 -0.583
H -1.425 1.975 -2.142
H 0.385 0.826 -1.141
H -0.055 1.486 0.451
H -0.218 -0.750 1.400
H -0.313 -1.483 -0.219
H 2.333 -1.740 1.962
H 1.373 -2.755 0.854
H 2.987 -2.192 0.366

Computed properties:
SMILES: COCCOC
Orbital gap: 0.4022 Ha
HOMO energy: -9.8 eV


The most stable arrangement is 3, and the next structure is 36.5 kcal/mol less stable.


1 | Computed, not measured: a cluster of 2 separate species, C3H6O in total, with ωB97M-V/def2-TZVPD.

Geometry (Å):
C -0.972 -0.190 -0.329
O 0.614 1.915 0.178
C -0.115 -0.300 0.729
C 0.462 -1.272 -0.065
H -1.841 -0.783 -0.560
H -0.787 0.699 -0.955
H 0.952 2.820 0.249
H 0.204 0.462 1.443
H 0.157 -2.308 -0.030
H 1.327 -1.043 -0.659

Computed properties:
Orbital gap: 0.2351 Ha
HOMO energy: -8.0 eV


2 | Computed, not measured: an isolated molecule of C3H6O, with ωB97M-V/def2-TZVPD.

Geometry (Å):
C -1.713 0.083 0.406
C -0.533 -0.565 -0.259
C 1.734 -0.082 -0.379
O 0.510 -0.052 0.353
H -2.439 -0.623 0.810
H -2.215 0.595 -0.425
H -1.419 0.824 1.157
H 1.529 -0.444 -1.385
H 2.482 -0.694 0.122
H 2.063 0.958 -0.401

Computed properties:
Orbital gap: 0.3522 Ha
HOMO energy: -8.5 eV


3 | Computed, not measured: an isolated molecule of C3H6O, with ωB97M-V/def2-TZVPD.

Geometry (Å):
C 1.906 -0.020 0.097
C 0.652 0.257 -0.079
O -0.464 -0.537 -0.095
C -1.743 0.168 0.074
H 2.667 0.746 -0.130
H 2.078 -1.013 0.127
H 0.050 1.196 0.027
H -1.943 0.193 1.148
H -1.468 1.221 -0.491
H -2.567 -0.471 -0.473

Computed properties:
SMILES: C=COC
Orbital gap: 0.3714 Ha
HOMO energy: -9.0 eV


4 | Computed, not measured: a structure of composition C3H6O, with ωB97M-V/def2-TZVPD.

Geometry (Å):
C -0.302 0.106 -0.527
C 0.365 0.646 0.496
O 1.646 0.293 0.134
C 1.040 -0.353 -1.030
H -1.327 0.015 -0.850
H -1.869 -0.452 1.451
H -2.385 -0.119 1.872
H 0.181 1.199 1.412
H 1.418 0.093 -1.954
H 1.234 -1.428 -1.003

Computed properties:
Orbital gap: 0.3747 Ha
HOMO energy: -9.0 eV


The most stable arrangement is 3, and the next structure is 5.7 kcal/mol less stable.


1 | Computed, not measured: an isolated molecule of C3H6O, with ωB97M-V/def2-TZVPD.

Geometry (Å):
C 0.290 -1.022 1.063
C -0.427 0.016 0.599
C 0.143 0.872 -0.462
O -0.619 0.612 -1.650
H -0.094 -1.928 1.526
H 1.298 -1.236 0.713
H -1.405 0.175 1.028
H 1.200 0.847 -0.672
H -0.016 1.921 -0.164
H -0.370 -0.258 -1.980

Computed properties:
SMILES: C=CCO
Orbital gap: 0.4031 Ha
HOMO energy: -9.9 eV


2 | Computed, not measured: an isolated molecule of C3H6O, with ωB97M-V/def2-TZVPD.

Geometry (Å):
C 2.112 -0.431 -0.076
C 0.832 0.060 -0.054
O -0.403 -0.738 0.356
C -1.690 -0.130 -0.133
H 2.979 0.309 -0.107
H 2.406 -1.387 0.415
H 0.525 0.969 -0.409
H -2.436 -0.565 0.474
H -1.633 -0.211 -1.151
H -1.644 0.846 0.263

Computed properties:
SMILES: C=COC
Orbital gap: 0.3767 Ha
HOMO energy: -9.1 eV


3 | Computed, not measured: an isolated molecule of C3H6O, with ωB97M-V/def2-TZVPD.

Geometry (Å):
C -0.640 1.810 -0.018
C -0.259 0.464 -0.258
O 0.145 -0.280 0.850
C 0.352 -1.458 0.283
H -0.481 2.815 -0.632
H -0.589 2.134 0.990
H 0.218 0.313 -1.399
H -0.480 -2.374 0.273
H 0.541 -1.528 -0.907
H 1.194 -1.896 0.819

Computed properties:
SMILES: C=COC
Orbital gap: 0.3658 Ha
HOMO energy: -8.9 eV


The most stable arrangement is 1, and the next structure is 25.7 kcal/mol less stable.